Entry 1:
C28H52FI2N4O6P2S | ωB97M-V/def2-TZVPD

Positions of all 96 atoms, in Å:
C (8.27828, 2.20175, 0.78835)
C (8.35868, 1.50896, -0.57975)
C (7.47810, 2.14629, -1.65403)
C (5.97032, 2.08121, -1.42550)
C (5.37322, 0.66982, -1.51905)
C (5.40532, -0.11185, -0.18838)
C (4.03467, -0.20603, 0.48036)
C (3.17381, -1.36067, -0.01562)
C (1.95822, -1.58049, 0.88582)
C (0.85333, -2.43109, 0.23755)
C (-0.48245, -1.68246, 0.04873)
C (-0.77292, -1.42405, -1.44168)
C (-1.55931, -0.20614, -1.74100)
N (-1.11573, 0.73503, -2.55504)
C (-2.04593, 1.67111, -2.57897)
N (-1.90395, 2.80158, -3.32991)
P (-3.03402, 4.07216, -3.57738)
S (-3.28964, 5.32053, -2.14795)
C (-0.61096, 2.98918, -3.93797)
I (0.85383, 3.67453, -2.63205)
C (-0.45165, 2.74724, -5.23078)
C (-1.52955, 2.22633, -6.13182)
I (1.34373, 3.08384, -6.21282)
N (-3.08036, 1.33404, -1.78344)
C (-4.33026, 1.99762, -1.42372)
C (-5.58509, 1.37987, -1.99929)
F (-4.34740, 1.99488, -0.04770)
N (-2.74690, 0.09788, -1.25428)
C (-3.56958, -0.72807, -0.36807)
C (-3.41851, -0.44903, 1.13713)
P (-5.04500, -0.31396, 1.91881)
O (-6.16653, -0.34924, 0.96090)
O (-4.93369, 0.99728, 2.79028)
C (-6.05995, 1.90873, 2.89001)
C (-5.57023, 3.19087, 3.52962)
O (-5.00000, -1.51914, 2.94118)
C (-6.21627, -2.23168, 3.27457)
C (-6.48272, -3.34931, 2.29484)
H (7.32086, 2.69618, 0.94333)
H (8.42578, 1.49273, 1.60151)
H (9.05536, 2.95993, 0.87963)
H (8.09129, 0.45723, -0.46374)
H (9.39458, 1.53255, -0.91635)
H (7.77297, 3.19459, -1.75579)
H (7.70061, 1.66005, -2.60699)
H (5.50760, 2.70671, -2.19332)
H (5.69876, 2.52883, -0.46587)
H (4.33157, 0.76652, -1.83195)
H (5.92044, 0.13182, -2.29481)
H (6.08503, 0.39053, 0.50040)
H (5.81492, -1.11127, -0.34246)
H (3.49899, 0.73648, 0.32611)
H (4.16676, -0.31318, 1.55965)
H (2.80138, -1.15027, -1.02521)
H (3.78137, -2.26429, -0.06226)
H (2.31136, -2.05713, 1.79908)
H (1.58115, -0.59899, 1.18556)
H (0.66911, -3.32119, 0.83853)
H (1.20937, -2.79766, -0.72642)
H (-0.44023, -0.72755, 0.57203)
H (-1.29159, -2.27487, 0.47605)
H (-1.25290, -2.28691, -1.90988)
H (0.16395, -1.27127, -1.97486)
H (-2.52913, 4.58969, -4.76584)
H (-4.16614, 3.34060, -3.96852)
H (-1.13015, 1.45281, -6.78312)
H (-2.35780, 1.79783, -5.56726)
H (-1.90101, 3.02251, -6.77874)
H (-4.23044, 3.04528, -1.69815)
H (-5.48150, 0.31718, -2.19269)
H (-6.39298, 1.54175, -1.28887)
H (-5.84844, 1.87778, -2.92980)
H (-3.29256, -1.75378, -0.59735)
H (-4.61304, -0.62317, -0.65215)
H (-2.82829, 0.44717, 1.30769)
H (-2.87233, -1.26222, 1.61297)
H (-6.83325, 1.43696, 3.49345)
H (-6.45273, 2.09005, 1.89291)
H (-5.12686, 3.85246, 2.78714)
H (-4.80859, 2.96885, 4.27359)
H (-6.38983, 3.71681, 4.01294)
H (-7.05721, -1.54299, 3.34418)
H (-6.04528, -2.63736, 4.26964)
H (-6.75635, -2.96490, 1.31427)
H (-5.59899, -3.97973, 2.20468)
H (-7.30288, -3.96593, 2.65976)
C (3.57462, -5.05959, 5.12190)
C (3.70383, -6.04597, 3.97467)
O (3.73232, -5.17640, 2.83512)
C (4.16099, -3.95781, 3.23568)
O (4.46129, -3.07207, 2.50307)
O (4.20140, -3.88978, 4.58309)
H (4.08702, -5.36799, 6.02813)
H (2.53491, -4.82298, 5.35312)
H (4.63874, -6.60620, 4.00868)
H (2.86929, -6.73590, 3.89194)

highest occupied orbital energy	-0.4211	Ha
HOMO-LUMO gap	8.90	eV
charge	+1

Entry 2:
C36H72N2O8 | ωB97M-V/def2-TZVPD

Positions of all 118 atoms, in Å:
C (-1.41020, -0.87942, -5.61075)
C (-1.63990, -1.44212, -7.10070)
C (-0.27142, -1.16619, -7.76514)
C (-0.05120, -1.80848, -9.18165)
C (-0.20312, -3.34334, -8.99260)
C (-1.54365, -3.76646, -8.40657)
N (-1.82681, -2.94152, -7.22365)
O (-2.74468, -3.46029, -6.23643)
C (-1.38142, -5.28429, -8.15028)
C (-2.71178, -3.59842, -9.55396)
C (-2.80222, -0.63003, -7.89840)
H (-0.84691, -1.54149, -4.95314)
H (-2.32356, -0.66901, -5.05431)
H (-0.92045, 0.08849, -5.71745)
H (0.55695, -1.47161, -7.12591)
H (-0.16332, -0.09839, -7.95547)
H (0.97808, -1.55330, -9.43382)
H (-0.68785, -1.41986, -9.97649)
H (0.59478, -3.67199, -8.32670)
H (-0.03299, -3.79842, -9.96834)
H (-0.68488, -5.43752, -7.32599)
H (-1.01823, -5.82859, -9.02202)
H (-2.36646, -5.60725, -7.81341)
H (-2.77061, -4.44824, -10.23398)
H (-2.62150, -2.64460, -10.07374)
H (-3.76125, -3.60835, -9.25969)
H (-3.75292, -0.94258, -7.46645)
H (-2.80629, -0.73281, -8.98354)
H (-2.91799, 0.45194, -7.83488)
C (1.65301, -0.64189, 0.53953)
C (1.15912, -1.51996, 1.69830)
C (1.54905, -0.88806, 3.09707)
C (0.74767, 0.34216, 3.46577)
C (-0.73925, -0.10253, 3.62222)
C (-1.25312, -0.65741, 2.29437)
N (-0.35757, -1.74860, 1.74852)
O (-0.85409, -2.39037, 0.48924)
C (-1.57464, 0.54793, 1.28855)
C (-2.67835, -1.19894, 2.75449)
C (2.04768, -2.81888, 1.66682)
H (1.63532, 0.43491, 0.70772)
H (1.35428, -0.86409, -0.48492)
H (2.73441, -0.77850, 0.53762)
H (2.49454, -0.39643, 2.86803)
H (1.76932, -1.54980, 3.93473)
H (0.81680, 1.13726, 2.72339)
H (1.07615, 0.76132, 4.41682)
H (-1.23761, 0.80149, 3.97219)
H (-0.72874, -0.87544, 4.39073)
H (-2.09365, 1.41437, 1.69843)
H (-2.05467, 0.23233, 0.36223)
H (-0.69454, 1.05943, 0.89879)
H (-2.44526, -2.13979, 3.25306)
H (-3.34022, -1.27734, 1.89200)
H (-3.13257, -0.62855, 3.56472)
H (2.08240, -3.37184, 2.60549)
H (3.08544, -2.49350, 1.59408)
H (1.80184, -3.42436, 0.79443)
C (-6.80705, 3.67246, 0.01498)
C (-6.93838, 2.14849, 0.14809)
O (-6.69792, 1.31319, -0.75628)
C (-7.42133, 1.60896, 1.47826)
H (-6.35807, 4.00191, 0.95198)
H (-7.75026, 4.21858, 0.00046)
H (-6.28119, 4.02531, -0.87219)
H (-6.47320, 1.57675, 2.01502)
H (-8.05112, 0.71932, 1.47670)
H (-8.07425, 2.36719, 1.91055)
C (-0.17301, 7.65322, 1.67543)
C (-1.10043, 7.42823, 0.50904)
O (-1.27484, 8.31964, -0.24685)
C (-1.74363, 6.02787, 0.45640)
H (0.41802, 6.76214, 1.88698)
H (-0.66937, 8.01735, 2.57495)
H (0.51591, 8.46739, 1.45043)
H (-2.31889, 5.79282, 1.35191)
H (-0.96471, 5.27553, 0.33245)
H (-2.40815, 6.09746, -0.40481)
C (0.06312, -3.61093, 8.35725)
C (0.71496, -4.61216, 7.38237)
O (-0.00513, -5.10770, 6.53513)
C (2.24447, -5.01674, 7.35338)
H (0.37833, -3.85677, 9.37131)
H (-1.02299, -3.58280, 8.26976)
H (0.44378, -2.61144, 8.14698)
H (2.84809, -4.19961, 7.74840)
H (2.55023, -5.45244, 6.40218)
H (2.37289, -5.80095, 8.09944)
C (6.68200, 4.97440, 0.63285)
C (5.33424, 4.61129, 1.15871)
O (4.42583, 5.47056, 1.14895)
C (5.07382, 3.19506, 1.52372)
H (7.35284, 5.58955, 1.23258)
H (6.42004, 5.59805, -0.22187)
H (7.06326, 4.09088, 0.12088)
H (5.11132, 2.49596, 0.68828)
H (4.09626, 3.12963, 2.00141)
H (5.83641, 2.92228, 2.25320)
C (-1.12670, 5.25571, 6.65232)
C (-2.63091, 5.06006, 6.62866)
O (-3.21885, 5.15266, 5.51200)
C (-3.31979, 5.01248, 8.01647)
H (-0.75903, 4.67080, 5.80923)
H (-0.75222, 4.75058, 7.54266)
H (-0.89050, 6.31016, 6.50925)
H (-2.47074, 5.06545, 8.69795)
H (-3.89826, 4.09841, 8.15039)
H (-3.95245, 5.84622, 8.32095)
C (7.82865, -3.80429, -0.74020)
C (7.46076, -5.09483, 0.02831)
O (7.17158, -5.19505, 1.27639)
C (7.22644, -6.39077, -0.77517)
H (6.94945, -3.42364, -1.26003)
H (8.63606, -3.83350, -1.47186)
H (8.15429, -3.10708, 0.03178)
H (6.63070, -6.01534, -1.60717)
H (6.64519, -7.05883, -0.13960)
H (8.21341, -6.72992, -1.08974)

highest occupied orbital energy	0.0232	Ha
HOMO-LUMO gap	2.33	eV
charge	-2

Entry 3:
C12H15N3O4P | ωB97M-V/def2-TZVPD

Positions of all 35 atoms, in Å:
C (-1.03888, -3.55296, -0.25849)
C (-0.97960, -2.14012, -0.45454)
C (-0.96252, -0.48796, -0.21855)
C (0.42354, 0.40019, -0.07515)
N (0.05010, 1.85238, 0.17115)
C (-1.46308, 1.83877, 0.15854)
P (-2.35997, 3.50230, 0.42982)
O (-3.20495, 3.97544, -0.83776)
O (-1.09472, 4.72806, 0.66004)
O (-3.31272, 3.55726, 1.92830)
N (-2.10807, 0.49365, -0.09248)
C (-3.55221, 0.06247, -0.21692)
C (-4.54993, 0.61700, 0.95974)
O (-5.84307, -0.13008, 0.81040)
H (-1.17472, -4.68504, 0.08413)
H (1.53027, -0.02225, -0.15558)
H (0.66207, 2.70364, 0.31021)
H (-0.59801, 4.46472, 1.51352)
H (-2.99006, 2.72193, 2.41387)
H (-3.90959, 0.36776, -1.30472)
H (-3.56534, -1.12840, -0.15378)
H (-4.17168, 0.39056, 2.04938)
H (-4.84951, 1.75903, 0.80846)
H (-6.45311, 0.13303, 1.57751)
N (3.71913, -2.60108, -0.27670)
C (3.69435, -1.97504, -1.47370)
C (4.80759, -1.40069, -2.06613)
C (6.02118, -1.46758, -1.38995)
C (6.07824, -2.10411, -0.15435)
C (4.91187, -2.65171, 0.35518)
H (2.72380, -1.94617, -1.96039)
H (4.73017, -0.91267, -3.03106)
H (6.91518, -1.02764, -1.82221)
H (7.00857, -2.17263, 0.39797)
H (4.90569, -3.16208, 1.31424)

highest occupied orbital energy	-0.4432	Ha
HOMO-LUMO gap	6.87	eV
charge	+1

Entry 4:
C4H7NO | ωB97M-V/def2-TZVPD

Positions of all 13 atoms, in Å:
C (1.34374, 0.63664, 0.22612)
C (0.24323, 0.02228, -0.63504)
C (-0.47680, -1.15099, 0.09305)
N (-1.53340, -0.51218, 0.84308)
C (-2.07459, 0.52383, 0.65905)
O (-0.69453, 0.98410, -1.08429)
H (1.82654, 1.44988, -0.32235)
H (0.91916, 1.04936, 1.14684)
H (2.11231, -0.09772, 0.50088)
H (0.70123, -0.42322, -1.53262)
H (-0.94716, -1.84106, -0.61476)
H (0.17976, -1.72517, 0.75667)
H (-1.36363, 1.38585, -0.35462)

highest occupied orbital energy	-0.3843	Ha
HOMO-LUMO gap	11.34	eV
relative energy (zero: lowest compared OMol25 entry of this formula, charge and spin)	280.25	kJ/mol
charge	0

Entry 5:
C30H45BrCoN2P2S | ωB97M-V/def2-TZVPD

Positions of all 82 atoms, in Å:
N (6.46517, -0.53031, 1.46582)
C (5.74553, -1.50950, 2.01772)
C (4.80508, -2.25036, 1.31149)
C (4.53622, -1.92764, -0.03424)
C (5.31573, -0.90783, -0.61842)
C (6.25646, -0.23932, 0.18195)
C (3.48189, -2.60706, -0.76671)
Co (-0.83319, -0.01591, -0.21906)
P (-3.27718, 0.27420, -0.32670)
C (3.16926, -2.36052, -2.09065)
C (1.78056, -2.33292, -2.47406)
C (1.29539, -1.37929, -3.39331)
C (-0.06161, -1.03288, -3.38841)
C (-0.94084, -1.62997, -2.46413)
C (-0.48401, -2.68184, -1.64928)
C (0.85323, -3.04781, -1.68612)
Br (-2.85961, -1.78851, -2.95594)
H (2.90726, -3.30538, -0.14808)
H (3.95629, -2.14566, -2.81819)
H (4.27087, -3.06821, 1.79581)
H (5.19525, -0.65723, -1.66671)
H (5.90344, -1.69935, 3.08490)
H (6.84097, 0.57832, -0.24733)
H (2.00979, -0.87508, -4.05480)
H (1.19301, -3.85203, -1.03619)
H (-0.45423, -0.26468, -4.06842)
H (-1.19704, -3.19227, -0.99809)
P (0.16678, 1.89965, -0.22424)
C (-3.79048, -1.41099, 0.21244)
C (-5.18875, -1.94594, -0.10491)
H (-3.65855, -1.36112, 1.30922)
H (-3.03876, -2.12604, -0.15972)
H (-5.28043, -2.95236, 0.32559)
H (-5.97864, -1.34978, 0.37460)
H (-5.38773, -2.03363, -1.18088)
C (-3.57532, 1.08350, -1.96064)
C (-5.01999, 1.17544, -2.41815)
H (-2.99494, 0.50063, -2.71706)
H (-3.10135, 2.08598, -1.92126)
H (-5.07621, 1.26654, -3.51247)
H (-5.60314, 0.29282, -2.13464)
H (-5.51904, 2.06548, -2.00911)
C (-4.16504, 1.39644, 0.81703)
C (-5.65052, 1.11030, 1.07615)
H (-4.04650, 2.40549, 0.39860)
H (-3.57539, 1.36698, 1.75191)
H (-6.12843, 1.96126, 1.59535)
H (-6.21903, 0.94282, 0.15735)
H (-5.80101, 0.24137, 1.72293)
C (0.17245, 3.13805, 1.13509)
C (-1.19985, 3.65463, 1.57313)
H (0.78044, 3.96161, 0.72474)
H (0.72985, 2.72520, 1.99113)
H (-1.07860, 4.63280, 2.06770)
H (-1.90162, 3.78657, 0.72819)
H (-1.65988, 2.99195, 2.32000)
C (-0.25215, 2.97722, -1.64829)
C (0.14413, 2.41561, -3.01390)
H (0.27745, 3.92464, -1.42552)
H (-1.33498, 3.19185, -1.57719)
H (-0.30545, 3.03886, -3.80308)
H (1.24181, 2.41084, -3.14723)
H (-0.22676, 1.38829, -3.15406)
C (1.93120, 1.48102, -0.46033)
C (2.79606, 1.40525, 0.79357)
H (2.31485, 2.25747, -1.13643)
H (1.97304, 0.51918, -0.99516)
H (3.85727, 1.38611, 0.52730)
H (2.66219, 2.24736, 1.48409)
H (2.62527, 0.48381, 1.35414)
S (-0.73532, 0.07001, 2.09338)
C (0.56786, -0.74437, 2.86302)
N (1.60212, -0.02556, 3.43216)
C (2.71333, -0.63046, 3.96219)
C (2.77616, -2.00831, 3.98626)
C (1.65665, -2.75813, 3.60049)
C (0.55697, -2.12406, 3.03511)
H (1.57821, 0.99262, 3.39022)
H (3.48035, 0.03230, 4.38430)
H (3.68626, -2.49607, 4.33726)
H (1.63902, -3.83266, 3.75110)
H (-0.30952, -2.65938, 2.67566)

highest occupied orbital energy (alpha / beta)	-0.4863 / -0.4886	Ha
HOMO-LUMO gap (alpha / beta)	7.14 / 6.74	eV
multiplicity	4
relative energy (zero: lowest compared OMol25 entry of this formula, charge and spin)	0.00	kJ/mol
charge	+2